277
Properties=species:S:1:pos:R:3 method="wB97M-V/def2-TZVPD" lumo_energy_ev=0.36 total_energy_ev=-135695.588 charge=0 fmax_ev_per_a=3.7 e_above_lowest_ev=12.404 orbital_gap_ha=0.3150
C 8.90173 0.88574 -4.40461
O 10.05315 0.20670 -4.96105
C 11.27022 0.25367 -4.19492
C 12.28438 -0.70438 -4.98987
N 13.66547 -0.76853 -4.37905
C 14.32499 0.47607 -4.14996
C 15.86362 0.40325 -3.99590
O 16.42680 -0.19194 -5.17223
C 16.71424 0.67809 -6.18055
H 8.05929 0.33248 -4.81972
H 8.93881 1.95300 -4.62295
H 8.78011 0.84008 -3.32238
H 11.09560 0.05765 -3.13702
H 11.79549 1.20861 -4.21187
H 12.33691 -0.45782 -6.05031
H 11.94746 -1.73067 -4.84389
H 14.18345 -1.23807 -5.10797
H 13.82784 1.03280 -3.35560
H 14.20503 1.07925 -5.04988
H 16.11089 -0.18067 -3.10934
H 16.27460 1.39525 -3.80847
H 17.36707 1.51806 -5.94314
H 15.96788 1.07551 -6.86836
H 17.42372 0.05996 -6.73068
C -7.03731 6.23512 7.37701
O -6.56968 7.12410 6.33165
C -5.23818 6.86912 5.83767
C -4.64490 8.16459 5.33586
N -5.37715 8.82748 4.18378
C -4.84126 10.07291 3.70344
C -5.28060 10.20188 2.20979
O -6.66482 10.65119 1.99024
C -7.37068 10.18353 0.77709
H -8.09063 6.40356 7.60120
H -6.57756 6.41386 8.34901
H -6.77546 5.19723 7.17129
H -5.20804 6.11273 5.05342
H -4.48537 6.52943 6.54899
H -3.63320 8.04958 4.94683
H -4.60761 8.85619 6.17753
H -6.36584 8.78091 4.38486
H -3.76007 10.01805 3.83045
H -5.30545 10.88270 4.26636
H -5.24720 9.29669 1.60347
H -4.63537 10.83666 1.60248
H -6.77350 10.32688 -0.12342
H -8.25138 10.80092 0.60019
H -7.65561 9.14436 0.94149
C -3.16093 -4.68861 1.45003
O -3.85426 -5.04188 0.24262
C -4.95302 -4.23398 0.04362
C -5.64503 -4.77176 -1.28355
N -4.74297 -4.63394 -2.47738
C -5.21467 -3.36791 -3.13060
C -4.27885 -2.81673 -4.23377
O -3.21593 -2.05652 -3.76598
C -2.54785 -1.18952 -4.73312
H -2.38415 -5.44240 1.57851
H -3.69692 -4.57667 2.39252
H -2.75675 -3.68919 1.28914
H -4.55631 -3.22135 -0.02924
H -5.60482 -4.37098 0.90646
H -6.68567 -4.45181 -1.33649
H -5.79681 -5.83219 -1.08218
H -3.86701 -4.31839 -2.08594
H -5.21030 -2.59075 -2.36634
H -6.20021 -3.57647 -3.54692
H -4.84838 -2.21143 -4.93901
H -3.86514 -3.61984 -4.84365
H -2.08399 -1.88160 -5.43595
H -1.69875 -0.63406 -4.33487
H -3.15154 -0.50056 -5.32387
C 1.26479 6.53713 -11.64751
O 1.04668 6.59654 -10.23223
C 0.50951 7.81871 -9.84710
C 0.02468 8.00018 -8.42915
N 1.06141 8.44322 -7.59091
C 0.54109 8.80350 -6.28298
C 1.68840 9.30234 -5.38227
O 2.32166 8.22916 -4.68265
C 1.58931 7.82877 -3.48181
H 1.94384 7.31359 -11.99978
H 0.34458 6.55651 -12.23140
H 1.78840 5.62851 -11.94473
H -0.40973 7.76417 -10.43030
H 1.01550 8.65083 -10.33662
H -0.31467 6.98225 -8.23741
H -0.86926 8.62347 -8.40722
H 1.66904 7.63720 -7.55612
H 0.11827 7.86547 -5.92322
H -0.09264 9.68802 -6.34710
H 1.33880 10.12774 -4.76211
H 2.36704 9.72684 -6.12211
H 1.23262 8.50528 -2.70515
H 2.21879 7.09022 -2.98542
H 0.71478 7.23856 -3.75559
C -1.21846 -13.64702 -1.40785
O -0.51735 -14.03713 -0.26081
C 0.54373 -14.89314 -0.48373
C 0.13473 -16.45819 -0.58550
N -0.57364 -16.87539 0.52676
C -0.76126 -18.26067 0.59271
C -1.63623 -18.69199 1.83644
O -2.18978 -20.06185 1.78832
C -3.11367 -20.37376 0.84623
H -2.05952 -12.95927 -1.31999
H -1.57210 -14.56697 -1.87338
H -0.48740 -13.08187 -1.98600
H 1.21491 -14.61147 0.32761
H 1.00300 -14.59236 -1.42539
H 1.07083 -17.01300 -0.52228
H -0.25943 -16.72716 -1.56549
H -1.40525 -16.32809 0.69698
H 0.20016 -18.75425 0.73461
H -1.28319 -18.47726 -0.33937
H -2.43623 -17.97881 2.03515
H -0.97283 -18.72303 2.70075
H -2.64085 -20.92249 0.03171
H -3.63881 -19.56067 0.34503
H -3.83721 -21.08220 1.24960
C -0.78391 0.83104 0.15161
O -0.34009 -0.50814 0.00189
C 0.90199 -0.75540 -0.65855
C 1.40676 -2.22019 -0.58918
N 0.67309 -3.15085 -1.43860
C 1.38169 -4.43350 -1.58958
C 2.53009 -4.55834 -2.70063
O 3.75516 -4.70305 -1.99569
C 4.96751 -4.43538 -2.76065
H -0.99142 1.52608 -0.66200
H -0.25728 1.35898 0.94662
H -1.75571 0.70840 0.62982
H 1.71889 -0.15308 -0.26109
H 0.83026 -0.44070 -1.69966
H 1.32978 -2.48373 0.46568
H 2.43963 -2.28776 -0.93083
H 0.55565 -2.68219 -2.32554
H 0.66588 -5.12671 -2.03137
H 1.61782 -4.84450 -0.60804
H 2.57144 -3.77458 -3.45700
H 2.42891 -5.43659 -3.33823
H 4.90404 -3.47856 -3.27887
H 4.97552 -5.28021 -3.44935
H 5.80223 -4.62127 -2.08479
C -19.02827 10.17578 4.10245
O -17.64959 9.69486 3.90928
C -16.93835 9.51182 5.15917
C -15.42537 9.01523 4.92083
N -15.27891 7.82787 4.08672
C -13.85422 7.60132 3.69413
C -13.79117 6.39534 2.72125
O -12.47061 5.99367 2.54874
C -11.86517 5.32497 3.67432
H -19.14364 11.19279 4.47725
H -19.77810 9.58840 4.63241
H -19.40638 10.11772 3.08178
H -17.54738 8.91575 5.83879
H -16.85021 10.48120 5.64970
H -14.91363 8.66455 5.81707
H -14.90159 9.87463 4.50228
H -15.90361 7.92010 3.29846
H -13.26617 7.35692 4.57876
H -13.35751 8.48270 3.28849
H -14.21748 6.68102 1.75961
H -14.32324 5.50405 3.05381
H -12.39110 4.51059 4.17261
H -11.67137 5.95552 4.54204
H -10.91060 4.96374 3.29170
C 13.00136 -4.41945 5.13697
O 13.79324 -3.39835 5.64735
C 14.08325 -2.29787 4.74761
C 13.06444 -1.07544 4.89541
N 11.67279 -1.41342 4.53420
C 10.73581 -0.22760 4.41418
C 9.21986 -0.56160 4.28573
O 8.83994 -1.67414 5.11197
C 7.50512 -2.02536 5.10892
H 12.90621 -5.08975 5.99122
H 13.47948 -4.94710 4.31169
H 12.02942 -4.02392 4.84204
H 14.19508 -2.73313 3.75456
H 15.09096 -1.94259 4.96300
H 13.40288 -0.15390 4.42178
H 12.99447 -0.76083 5.93667
H 11.21401 -2.21169 4.94940
H 11.12146 0.38854 3.60193
H 10.96398 0.46968 5.22030
H 8.99961 -0.84966 3.25781
H 8.56012 0.27511 4.51543
H 7.53198 -2.72634 5.94320
H 7.34065 -2.57375 4.18139
H 6.76183 -1.23256 5.19314
C 7.90526 -8.34969 3.31972
C 7.36842 -9.03275 2.05148
C 7.54642 -10.56282 1.80097
O 8.91344 -10.80607 1.49020
C 9.15638 -10.54699 0.05496
N 5.97469 -8.73937 2.12281
H 8.94741 -8.63053 3.47189
H 7.47406 -8.77909 4.22404
H 7.69713 -7.28603 3.43560
H 7.82104 -8.45259 1.24734
H 6.90783 -10.83670 0.96115
H 7.19470 -11.16709 2.63719
H 9.01781 -9.55850 -0.38299
H 8.56770 -11.29691 -0.47341
H 10.15978 -10.93149 -0.12789
H 5.53669 -9.19743 1.33641
H 5.86507 -7.80466 1.75618
C -2.37731 2.17455 11.70115
C -3.34693 1.08375 11.53224
C -3.02529 0.23246 10.28207
O -3.67870 0.56775 9.03278
C -3.07972 -0.12245 7.92600
N -3.38260 0.25766 12.65131
H -1.53075 1.76176 12.24982
H -2.73564 3.09008 12.17181
H -2.01578 2.57215 10.75283
H -4.27633 1.60670 11.30676
H -3.30989 -0.80335 10.46700
H -1.96843 0.26642 10.01750
H -2.03382 -0.27245 8.19375
H -3.15804 0.33858 6.94141
H -3.64057 -1.01539 7.64993
H -2.67061 -0.45683 12.59950
H -3.09993 0.75565 13.48329
C 2.64597 7.25099 6.11651
C 2.42578 8.65297 6.61423
C 3.44331 9.18361 7.66556
O 3.22441 8.85459 8.98898
C 1.96446 9.37010 9.57786
N 2.43039 9.40911 5.42777
H 2.71949 6.53796 6.93767
H 3.49040 7.17287 5.43172
H 1.70702 6.84580 5.73931
H 1.39672 8.67131 6.97311
H 3.39297 10.26275 7.52054
H 4.48702 9.00496 7.40703
H 1.95932 10.45976 9.55111
H 2.00269 9.14792 10.64428
H 1.08791 8.92611 9.10603
H 3.34264 9.36089 4.99697
H 2.48103 10.38602 5.67912
C -6.95066 4.65237 -4.26773
C -8.03097 3.88691 -5.08418
C -9.52882 4.37309 -4.82661
O -10.42717 3.44272 -5.45639
C -11.78948 3.79977 -5.26620
N -7.75716 3.76205 -6.50319
H -5.95297 4.35978 -4.59504
H -7.22972 4.48800 -3.22696
H -7.15172 5.72071 -4.34734
H -7.83046 2.87334 -4.73695
H -9.69750 5.40922 -5.12001
H -9.69284 4.30038 -3.75148
H -11.88924 4.00165 -4.19971
H -12.43123 2.98772 -5.60803
H -12.03509 4.69623 -5.83553
H -8.66077 3.42407 -6.80212
H -7.18154 3.03163 -6.89721
C 0.87193 -5.91863 -10.43115
C -0.02966 -4.71667 -10.37729
C 0.35041 -3.43067 -11.15376
O 1.46235 -2.67576 -10.56971
C 1.83651 -1.56758 -11.43263
N -1.38502 -5.11544 -10.76809
H 1.83727 -5.77920 -9.94455
H 1.22065 -6.05214 -11.45519
H 0.28464 -6.76951 -10.08590
H -0.25482 -4.70050 -9.31093
H -0.51749 -2.77330 -11.10172
H 0.53834 -3.68554 -12.19676
H 2.72489 -1.09473 -11.01393
H 1.08720 -0.77814 -11.49101
H 2.16525 -1.63301 -12.46982
H -1.74416 -5.90833 -10.25579
H -2.16789 -4.48829 -10.65019

138
Properties=species:S:1:pos:R:3 method="wB97M-V/def2-TZVPD" lumo_energy_ev=-1.34 total_energy_ev=-176346.909 charge=0 fmax_ev_per_a=2.0 orbital_gap_ha=0.2821
C 5.66552 0.97836 4.74895
C 5.84118 -0.24003 3.83368
C 5.92748 0.16955 2.35018
C 4.58749 0.02033 1.60495
O 3.54607 0.36291 2.50577
C 2.22135 0.10652 2.04515
C 2.15039 -0.17434 0.59647
N 2.06652 -0.52289 -0.49921
C 1.78928 -1.14907 2.83749
C 0.47355 -1.81650 2.44053
C 0.58659 -3.34483 2.61748
Br -1.01059 -1.25548 3.61277
C 1.43480 1.42527 2.35727
C 2.28775 2.50001 1.85529
N 3.01106 3.32005 1.50048
P 1.24652 1.79102 4.19598
N 1.24839 3.33369 4.50318
B -0.00575 1.60572 1.65629
C -0.75320 2.99561 1.83626
O -0.64525 0.59701 0.93230
H 5.94320 0.72009 5.77043
H 4.64811 1.36281 4.71732
H 6.32171 1.79037 4.43998
H 5.07690 -0.99168 4.02092
H 6.81640 -0.66166 4.09165
H 6.68674 -0.37594 1.79373
H 6.20035 1.22434 2.32640
H 4.63349 0.69365 0.74708
H 4.52797 -1.02387 1.28611
H 2.57643 -1.87404 2.61668
H 1.85923 -0.95927 3.90489
H 0.18558 -1.64232 1.41219
H -0.25092 -3.81564 2.10725
H 1.49663 -3.67861 2.11696
H 0.58624 -3.62104 3.66673
H 2.28852 1.14541 4.89555
H 0.02555 1.21189 4.57227
H 2.02490 3.56685 5.10989
H -0.10205 3.79454 2.18314
H -1.49891 2.84341 2.62731
H -1.26424 3.24178 0.91139
H -0.34800 0.62892 0.01253
O 4.39089 -3.64011 2.09756
C 4.80389 -4.76006 2.33740
C 4.28659 -5.93979 1.59428
C 3.34276 -5.75173 0.59177
C 2.87650 -6.83665 -0.13060
C 3.35169 -8.11479 0.14432
C 4.28188 -8.30982 1.15150
C 4.74958 -7.22604 1.88324
C 5.73708 -7.45692 2.97551
O 6.09786 -8.57896 3.26092
C 6.27063 -6.27262 3.70336
C 7.21602 -6.45417 4.70513
C 7.73762 -5.35668 5.37168
C 7.31919 -4.07168 5.03873
C 6.37077 -3.88996 4.04768
C 5.83941 -4.98504 3.38237
H 2.98038 -4.75585 0.37595
H 2.14466 -6.68797 -0.91363
H 2.99372 -8.95992 -0.42863
H 4.64935 -9.30265 1.37122
H 7.54230 -7.45330 4.95869
H 8.47535 -5.50087 6.14998
H 7.73414 -3.21448 5.55296
H 6.04112 -2.89639 3.78287
O -6.66868 3.23950 2.32957
C -6.66992 3.47718 1.13940
C -5.52343 3.07305 0.27863
C -4.45222 2.39664 0.84737
C -3.39240 1.97983 0.05725
C -3.40778 2.23941 -1.31059
C -4.46546 2.92722 -1.88151
C -5.52392 3.35134 -1.08938
C -6.64577 4.10185 -1.71430
O -6.62365 4.38384 -2.89615
C -7.80110 4.48666 -0.85986
C -8.87672 5.15280 -1.43274
C -9.97296 5.48969 -0.65776
C -9.99981 5.16200 0.69406
C -8.92540 4.50812 1.27214
C -7.82102 4.17137 0.49967
H -4.45186 2.19458 1.91006
H -2.55448 1.47219 0.51179
H -2.58819 1.90355 -1.93466
H -4.47475 3.13363 -2.94304
H -8.85390 5.40184 -2.48462
H -10.81157 6.00591 -1.10648
H -10.86127 5.41925 1.29636
H -8.94163 4.25433 2.32308
O 6.58621 2.32978 -0.69243
C 6.43715 2.46655 -1.89022
C 5.11649 2.84814 -2.45976
C 4.05141 3.08068 -1.59961
C 2.82250 3.46069 -2.10963
C 2.65222 3.61366 -3.48204
C 3.70818 3.37216 -4.34538
C 4.94211 2.98377 -3.83936
C 6.06194 2.70992 -4.78050
O 5.89961 2.77785 -5.98128
C 7.39089 2.35288 -4.20943
C 8.45936 2.12688 -5.06811
C 9.70701 1.81956 -4.55295
C 9.89337 1.73640 -3.17676
C 8.82924 1.94902 -2.31722
C 7.57404 2.25420 -2.82870
H 4.18650 2.97683 -0.53287
H 1.99685 3.64768 -1.43448
H 1.69368 3.92329 -3.87799
H 3.57876 3.48608 -5.41279
H 8.31095 2.19567 -6.13690
H 10.53875 1.64692 -5.22333
H 10.87134 1.50379 -2.77609
H 8.96969 1.88218 -1.24716
O -8.58203 1.17241 -2.09374
C -8.80556 0.23476 -2.82996
C -8.63816 0.37290 -4.30161
C -8.19670 1.58415 -4.82212
C -8.00318 1.71730 -6.18644
C -8.24839 0.64271 -7.03595
C -8.70086 -0.56133 -6.52302
C -8.90170 -0.70017 -5.15554
C -9.40276 -1.99604 -4.61974
O -9.68102 -2.91264 -5.36472
C -9.54756 -2.14038 -3.14390
C -9.97882 -3.35222 -2.61918
C -10.09121 -3.51062 -1.24831
C -9.77300 -2.45903 -0.39461
C -9.35418 -1.24553 -0.91276
C -9.24379 -1.07994 -2.28772
H -8.00049 2.41686 -4.15880
H -7.65583 2.65917 -6.59038
H -8.08630 0.74681 -8.10082
H -8.89654 -1.39690 -7.18079
H -10.22150 -4.16830 -3.28566
H -10.42446 -4.45626 -0.84125
H -9.85413 -2.58785 0.67672
H -9.10951 -0.42471 -0.25245